1.
{
  "formula": "C4H37O16",
  "method": "ωB97M-V with the def2-TZVPD basis set",
  "homo_energy_ev": -7.39,
  "spin_multiplicity": 1,
  "relative_energy_ev": 0.000,
  "charge": -1,
  "total_energy_ev": -37512.70476,
  "species": ["H", "O", "H", "H", "H", "H", "H", "H", "C", "O", "H", "H", "C", "H", "H", "H", "H", "H", "H", "H", "O", "O", "H", "H", "O", "O", "O", "H", "O", "C", "O", "H", "O", "H", "H", "H", "H", "H", "H", "H", "O", "H", "H", "O", "O", "H", "O", "H", "H", "H", "H", "O", "C", "H", "O", "H", "H"],
  "xyz": [[-4.72631, 0.56625, 0.80871], [0.30148, 1.54558, 3.20454], [2.63710, 0.54515, 0.96814], [1.32607, -3.23018, -2.03125], [0.27782, 3.62858, 1.96680], [-0.19835, -2.78861, -2.19694], [0.59978, -3.72424, -0.24198], [3.61432, -1.70668, 0.29472], [-1.51203, -1.20700, -0.18468], [2.43866, 0.39490, 1.98413], [-3.00385, -0.23951, -2.13840], [2.88130, 1.18875, 2.32532], [-0.90628, 0.76246, 3.06605], [3.58726, 1.30796, -0.52855], [0.43232, 2.81374, -0.13317], [-1.72739, 0.80713, 0.65181], [1.78144, -2.93401, 1.74043], [-1.12932, 3.84324, 1.54528], [3.31798, -2.81938, -1.52305], [1.02676, 1.03927, 2.77792], [0.70527, -4.27477, 0.57774], [3.49321, -1.51321, -0.65173], [-3.89556, 0.83565, -2.80227], [2.34138, -1.44039, 1.88814], [0.38120, -3.50608, -1.90801], [2.98228, -3.56496, -2.11980], [2.74351, 0.83284, -0.46343], [0.80203, 0.97831, -2.62781], [-1.21801, -0.95799, -1.56497], [-0.77050, -0.43973, 2.14717], [-3.91904, 0.12589, -2.13714], [-1.49598, -1.22985, 2.39612], [2.43742, -2.37523, 2.17337], [3.17711, -4.31932, -1.54368], [-2.57550, -1.44826, -0.16564], [-3.52065, 2.95601, 0.57730], [-0.34839, -0.59842, -1.85429], [-1.45639, 1.49028, -1.88956], [-1.31718, 0.48584, 4.03223], [1.63409, 2.14624, -1.02998], [-1.53534, 2.27184, -2.45963], [1.88785, 0.24177, -1.91262], [-1.55783, 1.48930, 2.56069], [0.76935, 2.63796, -1.03440], [-4.26037, 1.30704, 0.40427], [-0.07847, 0.35756, 0.27803], [-0.22051, 4.03666, 1.24551], [3.17225, -0.50209, -0.78604], [-0.65712, 2.63244, -2.18706], [-4.00903, 0.81090, -0.41377], [0.21332, -0.89973, 2.20518], [1.12924, 0.07830, -2.54266], [-1.03389, -0.03856, 0.66254], [0.58946, -5.16212, 0.24598], [-2.97027, 3.76414, 0.75234], [-2.47865, 3.56338, -0.06658], [-0.94916, -2.09232, 0.13742]]
}

***

2.
{
  "formula": "C4H38N2O13",
  "method": "ωB97M-V with the def2-TZVPD basis set",
  "homo_energy_ev": -9.22,
  "spin_multiplicity": 1,
  "relative_energy_ev": 0.000,
  "total_energy_ev": -34364.21660,
  "species": ["O", "H", "O", "H", "H", "H", "H", "O", "H", "H", "C", "H", "H", "H", "H", "H", "H", "H", "H", "H", "H", "O", "C", "O", "O", "C", "H", "C", "H", "H", "H", "O", "H", "N", "O", "H", "H", "O", "H", "H", "H", "H", "H", "O", "H", "O", "H", "H", "H", "H", "O", "H", "H", "H", "H", "N", "O"],
  "xyz": [[2.99751, 1.88520, 1.93759], [-4.88589, -1.05434, 0.45574], [-0.44011, -2.37863, 1.30223], [-0.47690, 2.39075, -1.34854], [0.31248, -1.50672, 2.68862], [-2.44039, 3.13120, 2.44884], [2.36770, 3.10833, -0.57117], [-2.29121, -0.67067, 2.33683], [-0.25630, -2.15132, 0.35267], [3.26797, 0.96010, 2.09544], [-0.16898, 1.08924, 0.16602], [2.40951, -0.79163, 3.08459], [4.86785, 1.83625, -2.95262], [-1.66270, -1.29078, 1.92016], [-2.54372, 1.60313, 2.27912], [-2.45965, 1.69524, -1.91107], [-3.96962, 1.05627, -0.38422], [-1.04785, -1.48765, -1.53084], [1.83810, 1.02819, -0.63252], [0.01220, -0.17968, 3.37419], [-3.50662, 2.37030, 0.17862], [4.31881, 1.29126, -2.36383], [0.67742, -0.37665, -1.75915], [-1.74916, 1.27677, -2.44335], [0.56597, -0.96122, 3.44975], [0.25069, -2.62173, -2.58617], [-0.02399, 1.16210, 1.24745], [1.00711, 0.35357, -0.45805], [3.48639, 2.71529, 0.38000], [-2.58690, -1.11187, 3.13683], [-0.30314, -3.53343, -2.38141], [-2.52944, -1.39091, -1.94601], [-1.82378, 0.31225, -2.26991], [-0.03980, -1.65451, -1.52945], [3.31554, 3.14887, -0.48990], [1.41582, -0.34575, 0.26869], [-3.40690, -0.64632, 0.99643], [3.19384, -0.75014, 2.49719], [-1.01603, 2.94237, 0.07599], [1.62303, -0.57372, -2.25490], [0.14545, -3.11046, 1.48155], [3.79055, -3.08765, 0.58697], [-3.09655, -1.27715, -2.72535], [2.86420, -2.83891, 0.69516], [3.95739, 1.91691, -1.66873], [-4.04583, -0.63865, 0.24124], [3.09423, -1.47830, 1.85754], [2.55084, -2.56115, -0.19933], [0.07604, 0.27260, -2.40494], [-1.09960, 0.51771, 0.03949], [-2.86159, 2.43905, 1.92367], [0.01490, -2.23616, -3.57721], [1.29987, -2.89696, -2.58346], [-3.05999, -1.18319, -1.14781], [2.08167, 1.86315, 1.65899], [-0.24065, 2.45486, -0.36330], [-3.76979, 1.96533, -0.67440]]
}

***

3.
{
  "formula": "C4H39B3O17",
  "method": "ωB97M-V with the def2-TZVPD basis set",
  "homo_energy_ev": -10.44,
  "spin_multiplicity": 1,
  "total_energy_ev": -41626.15246,
  "species": ["H", "C", "O", "H", "H", "H", "B", "H", "O", "H", "H", "H", "H", "B", "O", "B", "O", "H", "C", "H", "O", "H", "O", "H", "C", "O", "C", "H", "H", "H", "H", "O", "H", "O", "O", "O", "H", "H", "O", "H", "H", "H", "H", "H", "H", "H", "H", "H", "H", "H", "H", "H", "H", "H", "O", "O", "O", "H", "H", "H", "O", "H", "O"],
  "xyz": [[-1.67405, 1.53137, -4.23857], [-1.88398, -0.12567, 1.03390], [4.90657, 0.05263, 3.10655], [0.01837, 3.65868, -4.52699], [0.34961, 2.27613, -3.92540], [-0.58671, 2.32389, -1.01476], [1.34675, -2.18913, -1.67217], [0.58272, 0.09744, 2.08015], [-1.65367, -6.88886, 1.32773], [-0.60408, -3.77475, -0.40795], [-3.17237, 2.55080, 2.56917], [4.66932, -0.18412, 2.20258], [4.54362, -1.72897, -0.49057], [3.35618, -1.71579, -0.52064], [0.49263, 0.43247, -3.76047], [1.27774, -0.71517, 0.21285], [-0.07383, 3.30098, 3.13456], [5.42602, -0.68769, 3.43477], [-0.85693, 1.27846, -0.84721], [-1.35075, -1.80326, -2.59342], [-1.82031, -2.08869, -3.38789], [-1.45896, -6.15774, 0.72710], [2.75546, 1.29371, -2.31559], [-1.64388, -1.13525, 0.69775], [-0.80437, 0.88628, 0.63216], [2.64654, -0.95760, 0.37216], [0.59959, 0.41385, 1.02877], [-2.22533, -2.92256, -3.13319], [0.01133, -0.00218, -4.47922], [2.09428, 1.97729, -2.49037], [-0.22500, 1.54126, 3.80982], [-0.72891, 0.78886, 4.15397], [-2.39556, 2.00475, 3.76982], [0.10183, 3.18649, -3.69312], [2.06510, -0.56151, 4.03270], [2.67857, -2.46029, -1.46320], [-0.67717, -5.08985, -1.18870], [-3.86468, -2.88778, -1.34567], [0.41587, 5.83662, 1.58375], [0.58291, 4.00254, 3.17100], [3.37363, 1.70401, -1.70292], [2.40829, -1.11643, 3.32669], [1.09819, 5.79586, 0.90718], [0.01187, 6.70343, 1.47974], [-3.27565, -3.52025, -0.08706], [-1.85816, 1.14857, -1.26652], [-2.60712, 0.38103, -4.60977], [-0.90806, 3.74487, 2.93867], [-0.98952, 1.76280, 1.25805], [-0.10942, 0.29524, 4.70091], [-2.47289, -7.27442, 1.00613], [-1.96114, -0.11163, 2.12141], [1.29959, 1.25912, 1.00804], [-0.17933, 0.66293, -1.43216], [-1.12960, -4.57763, -0.50885], [-2.04017, 1.05778, -4.99678], [-3.65013, -2.69990, -0.42802], [-2.85962, 0.14285, 0.62613], [1.43002, 0.36139, -3.98357], [2.63134, 0.21812, 3.99248], [-2.87315, 2.78624, 3.45311], [0.81941, -2.55246, -2.67360], [0.62116, -1.52915, -0.71542]]
}

***

4.
{
  "formula": "C4H3BF4O4S2TeV",
  "method": "ωB97M-V with the def2-TZVPD basis set",
  "homo_energy_ev": [-1.10, -1.53],
  "spin_multiplicity": 4,
  "relative_energy_ev": 0.000,
  "charge": -2,
  "total_energy_ev": -78594.28683,
  "species": ["F", "B", "H", "C", "S", "C", "F", "O", "S", "H", "C", "O", "Te", "F", "C", "V", "H", "O", "O", "F"],
  "xyz": [[2.68507, -2.44294, 0.71284], [2.15219, -1.21711, 1.06267], [-1.38333, -1.99949, -4.73998], [-1.42834, -1.59113, -3.74211], [0.45386, 3.16593, 2.92954], [-1.55566, -2.26106, -2.56297], [2.07148, -1.04524, 2.45099], [-0.16854, 1.77893, 3.09433], [-1.31724, 0.10116, -3.45890], [-1.62465, -3.33936, -2.49367], [-1.57669, -1.39312, -1.43411], [-0.57144, 4.14032, 2.58189], [-1.47145, 1.62993, -0.46175], [0.80073, -1.07732, 0.56511], [-1.45480, -0.06848, -1.74593], [0.58474, 1.04368, 1.30976], [-1.65440, -1.73360, -0.41149], [1.22160, 3.54219, 4.10461], [1.36773, 2.90828, 1.73227], [2.86917, -0.14158, 0.50689]]
}

***

5.
{
  "formula": "C4H3BiO",
  "method": "ωB97M-V with the def2-TZVPD basis set",
  "homo_energy_ev": [-12.38, -12.27],
  "spin_multiplicity": 2,
  "charge": 1,
  "total_energy_ev": -12071.35522,
  "species": ["H", "C", "C", "H", "O", "C", "Bi", "H", "C"],
  "xyz": [[0.68006, 2.10027, 1.20952], [0.37764, -0.93412, -0.01311], [-0.07456, 1.56208, 0.61345], [0.39837, -2.39807, -1.53674], [-1.19644, 2.18576, 0.41255], [0.88111, -1.99304, -0.64432], [-3.03978, 1.69091, -0.01728], [1.75058, -2.52177, -0.24659], [0.22301, 0.30798, 0.22252]]
}

***

6.
{
  "formula": "C4H3Cl2F",
  "method": "ωB97M-V with the def2-TZVPD basis set",
  "homo_energy_ev": -10.03,
  "spin_multiplicity": 1,
  "relative_energy_ev": 1.948,
  "total_energy_ev": -31955.65061,
  "species": ["C", "C", "Cl", "F", "H", "C", "C", "H", "H", "Cl"],
  "xyz": [[1.08859, 0.05083, 0.11481], [-0.07644, -0.18209, 0.78511], [-1.05710, 1.73859, -0.91621], [-2.49121, 0.03112, 0.40697], [3.06205, 0.11548, -1.08124], [-1.20502, 0.13011, -0.18645], [2.11526, 0.38140, -0.58829], [-0.16110, 0.23785, 1.83981], [-0.27617, -1.31398, 0.87713], [-0.99886, -1.18931, -1.25164]]
}

***

7.
{
  "formula": "C4H3Cl3O",
  "method": "ωB97M-V with the def2-TZVPD basis set",
  "homo_energy_ev": -10.50,
  "spin_multiplicity": 1,
  "relative_energy_ev": 0.000,
  "total_energy_ev": -43809.39157,
  "species": ["H", "C", "C", "C", "O", "H", "C", "Cl", "Cl", "H", "Cl"],
  "xyz": [[0.87670, -1.20527, -0.80452], [0.49764, 0.04350, 0.87030], [-0.46927, 0.15664, -1.10651], [0.85830, -0.18447, -0.66644], [-0.87815, 0.46302, -2.14292], [0.71695, 1.00746, 1.15777], [-1.06848, 0.11384, 0.29640], [0.89521, -1.10640, 2.15060], [2.12598, 0.75605, -1.47328], [-1.46584, 1.20356, 0.60378], [-2.08903, -1.24793, 1.11482]]
}

***

8.
{
  "formula": "C4H3Cl3O2",
  "method": "ωB97M-V with the def2-TZVPD basis set",
  "homo_energy_ev": [-9.34, -9.26],
  "spin_multiplicity": 1,
  "relative_energy_ev": 1.991,
  "total_energy_ev": -45854.53046,
  "species": ["Cl", "Cl", "H", "C", "H", "H", "Cl", "C", "O", "O", "C", "C"],
  "xyz": [[-2.80460, 1.47496, -0.63955], [1.29400, -1.68580, 0.20969], [1.71108, 0.45406, -0.81081], [-1.96798, 0.02379, -0.39527], [1.49032, 0.42313, 2.32680], [-0.78622, -0.25335, -2.09124], [-2.32572, -0.81382, 1.07265], [-1.19318, -0.71404, -1.28514], [2.01484, 2.03286, 1.13366], [-0.76863, -1.82753, -0.97362], [1.67434, 0.01102, 0.15891], [1.66173, 0.87474, 1.29392]]
}